Entry 1:
{"formula": "C6H12N2O4S", "method": "ωB97M-V/def2-TZVPD", "symbols": ["C", "C", "C", "C", "C", "C", "N", "N", "O", "O", "O", "O", "S", "H", "H", "H", "H", "H", "H", "H", "H", "H", "H", "H", "H"], "xyz": [[-0.40719, 2.09005, 0.06732], [-1.86232, -1.36802, 0.45905], [-1.84294, 0.13377, 0.58829], [-0.45947, -1.56569, -0.00708], [-1.00232, 0.67011, -0.49219], [1.16592, -0.31149, -1.34394], [2.92711, 1.59955, -0.15081], [-0.12105, -0.36701, -0.83612], [0.27940, 2.14984, 1.19801], [-0.79724, 3.10349, -0.48504], [3.56742, -0.91558, -0.08826], [1.89803, -0.10343, 1.44561], [2.45847, -0.03083, 0.06458], [-2.37446, -1.96816, 1.32944], [-2.43127, -1.60528, -0.41444], [-2.79414, 0.74779, 0.57516], [-1.37050, 0.23818, 1.53171], [0.30257, -1.52672, 0.77976], [-0.42559, -2.53330, -0.54704], [-1.53446, 1.06478, -1.45431], [1.40358, -1.27412, -1.84261], [1.29328, 0.62437, -2.01442], [2.97558, 2.22380, 0.62738], [3.64332, 1.79374, -0.88381], [0.91266, 1.40583, 1.46390]], "spin_multiplicity": 1, "relative_energy_kj_mol": 253.45, "smiles": "NS(=O)(=O)CN1CCC[C@H]1C(=O)O"}

=====

Entry 2:
{"formula": "C4H10O2S", "method": "ωB97M-V/def2-TZVPD", "symbols": ["C", "C", "C", "C", "O", "O", "S", "H", "H", "H", "H", "H", "H", "H", "H", "H", "H"], "xyz": [[-0.03644, 0.53460, 1.65557], [-0.52298, -1.63765, 0.49119], [1.16813, -0.17924, -1.72979], [0.27935, -0.42636, 0.80838], [2.39451, 1.05181, 0.28940], [-2.02527, 1.57637, -0.50414], [1.90258, -0.29132, -0.03250], [-0.95463, 0.54212, 2.21984], [-2.65425, 1.92976, 0.13241], [0.65113, 1.35565, 1.80438], [0.11986, -2.51459, 0.44611], [-1.01972, -1.51527, -0.47055], [-1.29020, -1.79465, 1.24754], [0.30178, 0.47058, -1.72188], [0.90077, -1.18150, -2.04406], [1.93683, 0.22378, -2.38097], [-1.15146, 1.85593, -0.21090]], "spin_multiplicity": 1, "relative_energy_kj_mol": 198.18}

=====

Entry 3:
{"formula": "C4H7NO2", "method": "ωB97M-V/def2-TZVPD", "symbols": ["C", "C", "O", "C", "C", "N", "O", "H", "H", "H", "H", "H", "H", "H"], "xyz": [[1.78622, 1.29569, 0.10104], [0.80920, 1.01227, 1.20746], [-0.34537, 1.37683, 1.20527], [-1.87281, -0.78889, -0.19536], [-0.51980, -1.23747, -0.52703], [-1.43287, -1.35179, -1.52067], [0.61809, -1.48109, -0.22276], [2.42777, 0.42744, -0.07088], [2.42054, 2.14107, 0.39599], [1.25015, 1.55743, -0.81446], [1.21679, 0.45059, 2.07264], [-2.16240, 0.25720, -0.21743], [-2.44356, -1.42279, 0.48343], [-1.75196, -2.23649, -1.89725]], "spin_multiplicity": 1, "relative_energy_kj_mol": 264.75, "smiles": "O=C1CN1.CC=O"}

=====

Entry 4:
{"formula": "C7H18N8", "method": "ωB97M-V/def2-TZVPD", "symbols": ["C", "C", "C", "C", "C", "C", "C", "N", "N", "N", "N", "N", "N", "N", "N", "H", "H", "H", "H", "H", "H", "H", "H", "H", "H", "H", "H", "H", "H", "H", "H", "H", "H"], "xyz": [[4.45614, 0.03262, 0.56037], [3.63946, 1.15664, 0.17640], [3.76273, -1.09632, 0.27137], [1.45320, -1.19319, -0.78186], [-2.01562, 0.67529, -0.40109], [4.09490, 2.50946, 0.35845], [4.31491, -2.48406, 0.45589], [2.47086, 0.73789, -0.24138], [2.46943, -0.61278, -0.31569], [-0.17222, 0.10698, -1.84465], [-1.36457, -0.09048, -1.36377], [-3.88729, 1.63608, 0.44556], [-3.21893, 0.63365, -0.09148], [-5.33562, -0.81550, -0.41707], [-5.50048, -0.55032, 1.01806], [5.38862, 0.11429, 1.01105], [1.18564, -2.17706, -0.92113], [-1.40651, 1.47289, 0.11813], [4.98617, 2.68350, 1.00290], [4.43115, 2.94367, -0.62576], [3.25289, 3.22165, 0.80154], [4.84813, -2.79266, -0.37988], [5.02708, -2.52438, 1.25931], [3.57478, -3.17912, 0.68748], [0.46208, 0.91079, -1.46199], [-1.93015, -0.78874, -1.89261], [-4.77078, 1.41575, 0.72652], [-3.40428, 2.33235, 1.07232], [-3.93562, -0.21280, -0.55683], [-5.87726, -0.34516, -1.06571], [-5.48025, -1.84720, -0.67728], [-5.03149, -1.26526, 1.61952], [-6.48707, -0.60847, 1.45328]], "charge": 2, "spin_multiplicity": 1, "relative_energy_kj_mol": 602.81}

=====

Entry 5:
{"formula": "C21H60N4O7", "method": "ωB97M-V/def2-TZVPD", "symbols": ["C", "O", "H", "H", "H", "H", "C", "C", "O", "H", "H", "H", "H", "H", "H", "C", "C", "O", "H", "H", "H", "H", "H", "H", "C", "C", "C", "O", "C", "N", "H", "H", "H", "H", "H", "H", "H", "H", "H", "H", "H", "C", "C", "C", "O", "C", "N", "H", "H", "H", "H", "H", "H", "H", "H", "H", "H", "H", "C", "C", "C", "O", "C", "N", "H", "H", "H", "H", "H", "H", "H", "H", "H", "H", "H", "C", "C", "C", "O", "C", "N", "H", "H", "H", "H", "H", "H", "H", "H", "H", "H", "H"], "xyz": [[17.80867, 12.39950, 15.28997], [18.01036, 13.01753, 14.04615], [18.15656, 11.36704, 15.25670], [18.06438, 13.02563, 16.14477], [16.76181, 12.17587, 15.49530], [18.93246, 13.19487, 13.84644], [14.04948, 8.24097, 16.77047], [12.89968, 8.78725, 15.94753], [11.98293, 9.60691, 16.73460], [14.55927, 9.02295, 17.33326], [14.71162, 7.59722, 16.19146], [13.83089, 7.60687, 17.62968], [12.33950, 7.86645, 15.78493], [13.17433, 9.10175, 14.94067], [12.35839, 10.46613, 16.94045], [23.21249, 11.17635, 14.99908], [23.39993, 11.81776, 13.59521], [22.38205, 12.68866, 13.39237], [24.00144, 10.44638, 15.18019], [22.26493, 10.63959, 14.95319], [23.43802, 11.93102, 15.75256], [23.38436, 10.98728, 12.88940], [24.34013, 12.36486, 13.52595], [22.46564, 13.36797, 14.06553], [17.15095, 20.11474, 13.72640], [17.51482, 19.78187, 15.19795], [16.89405, 20.68023, 16.31134], [17.28053, 22.04134, 16.18628], [18.25572, 22.44824, 17.09574], [17.19113, 18.35394, 15.50293], [16.10895, 19.95248, 13.45069], [17.70787, 19.53197, 12.99270], [17.30422, 21.17446, 13.52244], [18.60307, 19.83814, 15.22337], [16.97127, 20.29968, 17.32983], [15.80422, 20.68129, 16.29197], [17.91029, 22.22478, 18.10512], [18.43997, 23.52195, 17.13167], [19.20137, 21.95601, 16.86869], [17.85688, 17.67911, 15.15438], [17.19235, 18.15516, 16.49318], [11.51872, 14.04388, 14.30682], [12.40071, 15.15613, 14.76173], [12.55928, 15.12262, 16.33926], [12.96406, 13.79593, 16.63424], [13.47425, 13.56095, 17.94400], [13.65617, 15.35815, 14.08962], [12.08027, 13.11854, 14.43540], [11.30494, 14.13656, 13.24202], [10.54292, 13.98047, 14.78833], [11.86188, 16.06575, 14.49648], [11.55631, 15.20062, 16.75884], [13.18674, 15.89418, 16.78547], [12.79481, 14.08589, 18.61549], [14.49424, 13.93321, 18.03971], [13.55365, 12.55556, 18.35749], [14.12750, 16.20331, 14.37884], [14.45209, 14.77506, 14.30554], [23.18048, 13.11088, 6.19357], [22.88188, 11.76904, 6.79393], [21.77324, 11.96396, 7.81930], [21.51224, 10.67600, 8.43839], [20.35536, 10.56033, 9.29138], [22.54238, 10.82673, 5.84426], [22.40275, 13.42265, 5.49640], [24.07496, 12.87100, 5.61870], [23.39485, 13.79949, 7.01086], [23.74888, 11.37784, 7.32625], [20.90099, 12.44224, 7.37373], [22.18080, 12.70985, 8.50169], [19.90007, 9.58494, 9.11983], [19.61588, 11.35500, 9.19260], [20.67032, 10.64399, 10.33152], [22.03997, 10.16103, 6.41393], [21.77511, 11.31186, 5.40149], [18.81414, 8.74357, 20.43344], [18.32952, 7.40722, 21.01632], [19.09870, 6.16056, 20.47187], [18.68564, 5.79490, 19.17874], [19.12133, 4.49301, 18.74001], [18.35593, 7.50905, 22.49493], [18.87487, 8.64604, 19.34951], [19.84352, 8.85907, 20.77272], [18.24281, 9.59355, 20.80658], [17.30638, 7.34749, 20.64520], [18.71825, 5.32434, 21.05846], [20.17244, 6.25458, 20.63418], [18.75781, 4.18408, 17.75996], [18.66164, 3.76028, 19.40324], [20.21039, 4.53726, 18.73045], [17.73108, 8.26206, 22.74519], [17.95106, 6.65014, 22.83909]], "spin_multiplicity": 1, "relative_energy_kj_mol": 287.56, "smiles": "COC[C@H](C)N.COC[C@H](C)N.COC[C@H](C)N.COC[C@H](C)N.CCO.CCO.CO"}